DFT (the ωB97M-V functional and the def2-TZVPD basis) results for a cluster of 2 separate species, C5H8FN in total in a non-equilibrium geometry.

```
15
Properties=species:S:1:pos:R:3:forces:R:3:nbo_charge:R:1
C 3.054 0.451 -0.848 -0.96 0.10 -2.51 -0.64
C 2.451 0.067 0.207 -1.23 -1.11 2.47 0.51
C -0.979 -0.531 -0.045 -2.36 1.24 0.09 0.16
C -2.452 -0.930 -0.246 2.33 -0.80 -1.27 -0.63
C -0.860 0.732 0.778 -2.25 0.42 -2.14 -0.65
N -0.094 -1.158 -0.565 2.28 -1.44 -1.14 -0.21
F 2.886 -0.187 1.459 -0.15 0.53 -1.34 -0.33
H 4.039 0.679 -0.800 3.29 0.70 0.48 0.21
H 2.715 0.521 -1.894 -0.70 -0.14 0.99 0.24
H -2.824 -0.017 -0.536 -1.59 1.97 -0.77 0.21
H -2.746 -1.112 0.739 -1.27 -1.06 1.26 0.22
H -2.586 -1.649 -1.077 -0.05 -0.01 1.10 0.24
H -1.566 1.531 0.373 0.45 -1.27 0.77 0.22
H 0.051 1.188 0.710 2.69 0.76 0.09 0.23
H -1.088 0.414 1.743 -0.49 0.11 1.92 0.23
```
Positions in Å, forces in eV/Å.

Kohn-Sham gap (alpha / beta)	9.5 / 9.5	eV
highest occupied orbital energy (alpha / beta)	-8.5 / -10.1	eV
total energy	-9516.234	eV
multiplicity	3

---

DFT (the ωB97M-V functional and the def2-TZVPD basis) results for the molecule C5H8FNO in a non-equilibrium geometry.

```
16
Properties=species:S:1:pos:R:3:forces:R:3:nbo_charge:R:1
N 1.093 0.423 1.697 3.75 -2.33 1.54 -0.83
C 0.036 -0.004 0.854 0.82 -1.59 -1.52 0.02
C -1.165 0.830 0.707 -0.42 2.32 -1.10 -0.08
O -1.604 0.571 -0.668 1.97 1.93 -0.04 -0.55
C -0.271 0.608 -1.413 -3.62 1.58 -2.10 -0.11
C 0.359 -0.441 -0.555 -0.61 0.94 -1.18 0.31
F 1.660 -0.664 -1.017 -0.70 -0.59 1.39 -0.35
C -0.434 -1.414 0.400 3.31 1.73 -1.01 -0.44
H 2.099 0.582 1.205 -3.39 -0.44 0.81 0.38
H 1.337 -0.436 2.308 -0.46 2.08 -0.84 0.37
H -1.966 0.494 1.355 -0.20 0.40 0.23 0.20
H -0.864 1.943 0.847 -0.83 -1.60 -0.14 0.19
H 0.288 1.725 -1.288 -1.47 -3.07 -0.39 0.19
H -0.678 0.476 -2.651 1.77 0.02 3.87 0.22
H -1.471 -1.679 0.359 -0.15 0.01 -0.29 0.25
H 0.335 -2.129 0.525 0.23 -1.39 0.78 0.23
```
Positions in Å, forces in eV/Å.

Kohn-Sham gap	10.3	eV
highest occupied orbital energy	-9.4	eV
SMILES	N[C@@]12COC[C@]1(F)C2
total energy	-11565.721	eV
multiplicity	1

---

DFT (the ωB97M-V functional and the def2-TZVPD basis) results for the molecule C5H8FNO in a non-equilibrium geometry.

```
16
Properties=species:S:1:pos:R:3:forces:R:3:nbo_charge:R:1
O -2.484 -0.851 0.401 -0.82 -0.54 0.34 -0.51
C -2.075 0.202 0.013 0.16 -0.31 -0.11 0.42
C -0.635 0.446 -0.129 0.34 -1.01 0.29 0.21
F -0.473 1.655 -0.725 0.30 1.69 -0.66 -0.36
C 0.071 -0.617 -0.985 0.68 0.16 0.61 -0.45
C 1.501 -0.695 -0.331 -0.91 -1.37 0.16 -0.23
N 1.481 0.235 0.775 1.14 1.60 0.18 -0.59
C 0.117 0.455 1.217 0.08 -1.10 -0.70 -0.25
H -2.677 1.048 -0.286 -0.89 0.51 -0.07 0.12
H -0.510 -1.535 -0.965 0.21 -0.18 0.07 0.24
H 0.173 -0.279 -2.006 -0.31 0.18 -0.27 0.23
H 1.702 -1.689 0.091 -0.24 0.00 -0.26 0.19
H 2.305 -0.513 -1.046 -0.09 0.33 0.19 0.21
H 1.700 1.139 0.356 0.53 -0.07 0.32 0.35
H -0.249 -0.371 1.828 0.02 -0.10 0.01 0.21
H 0.053 1.371 1.791 -0.21 0.21 -0.12 0.22
```
Positions in Å, forces in eV/Å.

Kohn-Sham gap	10.3	eV
highest occupied orbital energy	-9.4	eV
SMILES	O=C[C@]1(F)CCNC1
total energy	-11569.055	eV
multiplicity	1

---

DFT (the ωB97M-V functional and the def2-TZVPD basis) results for the molecule C5H8FNO in a non-equilibrium geometry.

```
16
Properties=species:S:1:pos:R:3:forces:R:3:nbo_charge:R:1
C 1.663 2.081 0.667 0.92 -0.48 -0.43 -0.53
C 0.347 2.165 0.603 -0.42 0.33 0.22 0.14
O -0.517 1.372 -0.107 0.20 0.24 0.27 -0.49
C 0.059 0.535 -1.027 0.26 -0.43 -0.39 0.02
C -0.287 -0.751 -1.086 -0.01 0.65 0.22 0.35
F 0.239 -1.495 -2.071 0.13 -0.16 -0.22 -0.32
C -1.224 -1.484 -0.184 -0.77 0.26 -0.50 -0.29
N -0.519 -2.548 0.527 0.47 0.56 0.36 -0.82
H 2.228 2.810 1.249 -0.30 -0.28 -0.16 0.22
H 2.231 1.307 0.123 -0.36 0.51 0.41 0.21
H -0.190 2.931 1.158 -0.09 -0.20 -0.17 0.19
H 0.781 0.993 -1.720 -0.39 -0.28 0.28 0.20
H -1.710 -0.712 0.454 0.20 -0.52 -0.25 0.20
H -2.027 -1.949 -0.828 0.78 0.40 0.65 0.21
H 0.118 -2.140 1.231 -0.52 -0.34 -0.53 0.36
H -1.192 -3.115 1.011 -0.10 -0.26 0.25 0.36
```
Positions in Å, forces in eV/Å.

Kohn-Sham gap	9.9	eV
highest occupied orbital energy	-8.9	eV
SMILES	C=CO/C=C(/F)CN
total energy	-11567.871	eV
multiplicity	1

---

DFT (the ωB97M-V functional and the def2-TZVPD basis) results for a structure of composition C5H8FNOS in a non-equilibrium geometry.

```
17
Properties=species:S:1:pos:R:3:forces:R:3:nbo_charge:R:1
C -1.289 0.629 1.114 1.18 -1.09 -0.17 -0.52
C -0.353 -0.272 0.828 -0.01 0.71 -3.35 0.48
C 0.010 1.476 -0.922 -1.33 -0.57 -0.69 0.24
C -0.743 -0.669 -1.844 -0.92 1.17 -0.45 -0.45
C 1.609 -1.066 1.646 -1.10 3.17 -0.01 -0.25
N 0.151 0.110 -1.000 -0.95 -2.55 2.90 -0.50
O 0.199 -1.327 1.400 -0.60 1.27 -0.84 -0.50
F 1.069 1.816 -0.246 3.10 2.24 2.65 -0.35
S -1.506 1.973 0.059 -0.28 0.52 -0.77 0.19
H -1.861 0.573 2.007 -0.26 0.09 0.69 0.26
H 0.130 2.038 -1.834 -1.07 -0.06 -0.87 0.19
H -0.161 -1.455 -2.355 -0.74 -0.14 0.70 0.21
H -1.693 -0.901 -1.298 0.90 -0.73 -0.46 0.21
H -1.140 -0.027 -2.656 0.40 -0.09 0.11 0.19
H 2.111 -0.888 0.681 -0.03 -0.43 0.48 0.21
H 1.786 -1.952 2.156 1.65 -1.22 1.06 0.20
H 1.682 -0.057 2.267 0.06 -2.30 -0.97 0.19
```
Positions in Å, forces in eV/Å.

Kohn-Sham gap	9.2	eV
highest occupied orbital energy	-8.4	eV
total energy	-22401.108	eV
multiplicity	1

---

DFT (the ωB97M-V functional and the def2-TZVPD basis) results for a cluster of 2 separate species, C5H8IN in total in a non-equilibrium geometry.

```
15
Properties=species:S:1:pos:R:3:forces:R:3:nbo_charge:R:1
C 2.338 -0.568 -0.661 -0.02 2.41 -1.04 -0.36
C 1.631 0.546 -0.532 -0.68 1.50 -1.37 -0.17
C 0.480 0.820 0.371 -1.31 0.04 2.12 -0.51
C -0.921 1.097 -0.121 -0.64 0.64 -0.55 0.27
N -1.735 1.248 -1.073 1.40 0.15 -0.17 -0.34
C -2.191 1.737 0.276 0.91 -0.17 0.63 -0.33
H 3.129 -0.591 -1.373 0.47 -0.02 -0.46 0.20
H 2.178 -1.435 -0.144 -0.56 -1.94 1.53 0.19
H 1.765 1.443 -1.210 0.48 -1.27 0.65 0.20
H 0.259 -0.008 1.057 0.47 -0.22 0.04 0.24
H 0.671 1.675 1.120 -0.02 -0.98 -1.27 0.25
H -3.037 1.176 0.664 0.26 0.16 0.40 0.19
H -2.061 2.796 0.556 -0.75 -0.32 -0.50 0.17
I -0.637 -4.750 0.875 3.10 1.10 1.72 -0.08
H -1.868 -5.187 0.196 -3.09 -1.08 -1.71 0.08
```
Positions in Å, forces in eV/Å.

Kohn-Sham gap	10.1	eV
highest occupied orbital energy	-9.4	eV
SMILES	C=CCC1=NC1.I
total energy	-14901.840	eV
multiplicity	1

---

DFT (the ωB97M-V functional and the def2-TZVPD basis) results for the molecule C5H8IN in a non-equilibrium geometry.

```
15
Properties=species:S:1:pos:R:3:forces:R:3:nbo_charge:R:1
C 1.330 -0.101 -1.971 2.64 -0.32 -5.02 -0.32
C -0.312 -0.134 -0.158 2.68 -1.66 -4.78 0.07
C -0.247 0.120 1.163 -0.68 1.74 4.11 -0.03
C -1.564 -0.485 -0.979 -0.40 1.51 0.97 -0.66
C 0.920 0.527 2.061 -1.54 -0.12 0.89 -0.68
N 0.921 -0.245 -0.791 -4.92 1.00 5.55 -0.29
I -2.084 0.326 2.267 0.66 -0.17 -0.36 0.11
H 2.379 -0.451 -2.148 -1.18 0.09 -0.26 0.20
H 0.723 0.233 -2.856 0.52 0.07 1.10 0.19
H -1.436 -1.482 -1.361 -0.37 -0.67 0.16 0.24
H -1.678 0.140 -1.888 0.35 0.00 0.58 0.23
H -2.483 -0.284 -0.331 1.20 -0.83 -1.12 0.24
H 1.857 0.327 1.594 0.67 -0.09 -0.33 0.24
H 0.863 1.612 2.403 -0.07 -1.27 -0.58 0.23
H 0.809 -0.103 2.994 0.44 0.71 -0.89 0.23
```
Positions in Å, forces in eV/Å.

Kohn-Sham gap (alpha / beta)	5.9 / 7.0	eV
highest occupied orbital energy (alpha / beta)	-5.5 / -9.2	eV
total energy	-14900.660	eV
multiplicity	3